[1]
Here is C33H21Cl4NO2P2S5Tl as an isolated structure from the Open Molecules 2025 dataset. Energies are from the ωB97M-V functional and the def2-TZVPD basis.

The geometry in XYZ format:
```
69
Properties=species:S:1:pos:R:3:nbo_charge:R:1
Tl 0.035 1.133 2.752 0.71
N -1.992 0.424 -0.485 -1.26
P -0.600 1.437 -0.382 1.08
C 0.342 0.961 -1.870 -0.40
C 1.519 0.246 -1.667 -0.12
C 2.231 -0.253 -2.751 -0.22
C 1.774 -0.028 -4.041 -0.21
C 0.606 0.698 -4.252 -0.22
C -0.106 1.192 -3.170 -0.20
C -1.282 3.058 -0.879 -0.38
C -0.409 4.027 -1.380 -0.14
C -0.857 5.313 -1.636 -0.23
C -2.181 5.654 -1.388 -0.22
C -3.051 4.703 -0.876 -0.20
C -2.602 3.413 -0.614 -0.22
P -1.968 -0.896 0.606 1.05
C -3.688 -1.491 0.409 -0.26
C -4.724 -0.612 0.098 -0.25
C -6.038 -1.062 0.033 -0.20
C -6.332 -2.392 0.290 -0.22
C -5.307 -3.273 0.616 -0.21
C -3.996 -2.826 0.676 -0.23
C -1.039 -2.217 -0.261 -0.29
C 0.049 -2.784 0.393 -0.22
C 0.856 -3.717 -0.252 -0.21
C 0.580 -4.079 -1.560 -0.21
C -0.512 -3.522 -2.223 -0.21
C -1.319 -2.603 -1.574 -0.23
H -2.337 0.245 -1.425 0.39
H 1.878 0.098 -0.653 0.24
H 3.145 -0.809 -2.585 0.22
H 2.331 -0.413 -4.887 0.21
H 0.256 0.881 -5.261 0.21
H -1.013 1.764 -3.337 0.21
H 0.629 3.770 -1.559 0.22
H -0.169 6.053 -2.026 0.21
H -2.529 6.661 -1.584 0.21
H -4.083 4.964 -0.674 0.21
H -3.280 2.673 -0.206 0.22
H -4.498 0.429 -0.097 0.22
H -6.831 -0.368 -0.215 0.21
H -7.355 -2.743 0.241 0.21
H -5.529 -4.312 0.823 0.21
H -3.204 -3.520 0.932 0.22
H 0.266 -2.492 1.418 0.24
H 1.700 -4.150 0.270 0.22
H 1.212 -4.796 -2.069 0.21
H -0.730 -3.807 -3.245 0.21
H -2.174 -2.181 -2.093 0.21
Cl 6.499 3.922 0.108 0.02
C 5.439 2.902 1.022 -0.06
C 5.957 2.123 2.054 -0.15
Cl 7.645 2.163 2.445 0.01
C 5.085 1.295 2.765 -0.09
Cl 5.669 0.264 4.024 0.03
C 3.735 1.279 2.478 0.21
O 2.875 0.482 3.198 -0.67
C 3.170 2.059 1.436 0.32
O 1.923 1.996 1.164 -0.81
C 4.084 2.867 0.716 -0.15
Cl 3.430 3.812 -0.582 0.00
S 3.787 -5.464 5.405 -0.13
C 2.981 -4.174 4.765 -0.57
S 1.310 -3.847 5.096 0.46
C 1.065 -2.432 4.094 -0.30
C 2.212 -2.068 3.407 -0.64
S 2.278 -0.836 2.263 0.56
S 3.662 -3.032 3.694 0.48
S -0.483 -1.760 4.068 -0.29
```

Computed properties:
* 2S+1: 1
* electronic energy: -6162.4221 a.u.
* ΔE to the lowest compared entry with this formula, charge and spin: 24.9 kJ/mol
* gap between HOMO and LUMO: 7.022 eV
* net charge: -1
* HOMO: -4.91 eV



[2]
Here is a 9-piece molecular cluster, C35H50N4O5 overall from the Open Molecules 2025 dataset. Energies are from the ωB97M-V functional and the def2-TZVPD basis.

The geometry in XYZ format:
```
94
Properties=species:S:1:pos:R:3:lowdin_charge:R:1
C 11.367 -3.503 -1.006 -0.07
C 10.849 -4.415 -0.106 -0.10
C 9.489 -4.582 0.072 -0.16
N 8.592 -3.855 -0.587 0.05
C 9.068 -2.968 -1.536 -0.13
C 10.426 -2.840 -1.808 -0.08
H 12.447 -3.534 -1.018 0.10
H 11.609 -5.042 0.335 0.10
H 9.066 -5.196 0.853 0.10
H 8.339 -2.283 -1.943 0.10
H 10.657 -2.051 -2.508 0.09
C -8.122 -2.360 -5.909 -0.07
C -7.562 -1.617 -4.829 -0.07
C -8.179 -0.384 -4.646 -0.15
N -8.956 0.226 -5.613 0.05
C -9.281 -0.484 -6.719 -0.17
C -9.075 -1.843 -6.802 -0.08
H -7.800 -3.391 -5.895 0.09
H -6.955 -2.041 -4.042 0.10
H -8.079 0.082 -3.677 0.09
H -9.923 -0.011 -7.448 0.10
H -9.554 -2.399 -7.593 0.10
C -1.128 7.313 -3.035 -0.11
C -1.225 8.690 -2.968 -0.05
C -2.450 9.237 -2.492 -0.17
N -3.526 8.542 -2.215 0.04
C -3.430 7.189 -2.322 -0.11
C -2.221 6.583 -2.722 -0.09
H -0.248 6.790 -3.382 0.11
H -0.442 9.378 -3.250 0.10
H -2.567 10.306 -2.392 0.10
H -4.283 6.590 -2.038 0.10
H -1.998 5.527 -2.763 0.10
C 0.209 0.278 0.748 -0.05
C -0.997 0.180 1.495 -0.07
C -0.937 0.428 2.867 -0.13
N 0.261 0.695 3.500 0.05
C 1.381 0.679 2.727 -0.19
C 1.427 0.431 1.430 -0.10
H 0.101 -0.009 -0.287 0.10
H -1.936 -0.108 1.045 0.09
H -1.822 0.370 3.483 0.09
H 2.252 0.990 3.285 0.10
H 2.347 0.354 0.871 0.11
C 1.286 -6.546 -1.812 -0.02
C -0.224 -6.412 -1.581 -0.53
C -0.911 -7.753 -1.321 -0.03
O -0.855 -5.436 -1.683 0.10
H 1.533 -7.240 -2.616 0.08
H 1.757 -6.802 -0.863 0.08
H 1.572 -5.525 -2.066 0.08
H -0.585 -8.414 -2.124 0.08
H -1.996 -7.752 -1.213 0.08
H -0.467 -8.178 -0.421 0.08
C 1.658 -3.835 -8.399 -0.03
C 1.433 -5.135 -9.076 -0.49
C 1.285 -5.115 -10.597 -0.03
O 1.304 -6.236 -8.527 0.04
H 1.264 -3.833 -7.383 0.09
H 1.200 -3.017 -8.953 0.08
H 2.743 -3.734 -8.435 0.10
H 1.661 -6.011 -11.091 0.08
H 1.738 -4.257 -11.094 0.07
H 0.217 -5.219 -10.791 0.09
C 2.317 7.676 2.666 -0.03
C 2.942 8.847 3.376 -0.51
C 2.189 9.251 4.619 -0.03
O 4.015 9.326 3.096 0.07
H 2.417 6.702 3.146 0.09
H 2.727 7.633 1.657 0.08
H 1.272 7.961 2.544 0.08
H 1.162 9.425 4.297 0.08
H 2.605 10.184 4.998 0.08
H 2.192 8.444 5.351 0.09
C -5.376 4.068 9.363 -0.03
C -5.350 5.329 8.453 -0.43
C -4.366 6.432 8.794 -0.03
O -6.272 5.500 7.634 0.03
H -4.831 4.255 10.288 0.07
H -4.936 3.232 8.820 0.08
H -6.364 3.682 9.614 0.08
H -4.150 6.503 9.859 0.07
H -4.672 7.440 8.514 0.08
H -3.463 6.243 8.214 0.08
C 1.059 -4.808 7.402 -0.03
C 1.680 -6.064 6.928 -0.49
C 1.390 -6.519 5.534 -0.04
O 2.462 -6.775 7.593 0.04
H 1.438 -4.422 8.348 0.09
H 0.018 -5.042 7.624 0.09
H 1.209 -4.047 6.635 0.09
H 1.558 -5.755 4.775 0.08
H 0.344 -6.770 5.356 0.08
H 1.981 -7.423 5.388 0.08
```

Computed properties:
* SMILES: c1ccncc1.c1ccncc1.c1ccncc1.c1ccncc1.CC(C)=O.CC(C)=O.CC(C)=O.CC(C)=O.CC(C)=O
* 2S+1: 1
* electronic energy: -1958.7193 a.u.
* ΔE to the lowest compared entry with this formula, charge and spin: 287.5 kJ/mol
* gap between HOMO and LUMO: 9.986 eV
* HOMO: -9.59 eV



[3]
Here is C37H38AsIIrN2O9P2 as an isolated structure from the Open Molecules 2025 dataset. Energies are from the ωB97M-V functional and the def2-TZVPD basis.

The geometry in XYZ format:
```
91
Properties=species:S:1:pos:R:3:mulliken_spin:R:1
Ir 0.350 -0.625 0.082 2.17
C -2.049 -3.051 -1.589 -0.03
C -3.429 -3.248 -2.251 0.10
As -3.743 -2.641 -4.113 0.53
C -4.636 -0.911 -4.043 0.12
C -4.184 0.178 -4.773 0.00
C -4.905 1.364 -4.749 0.00
C -6.077 1.446 -4.009 0.00
C -6.533 0.344 -3.298 0.01
C -5.821 -0.843 -3.315 0.00
C -5.216 -3.705 -4.755 0.05
C -5.770 -3.285 -5.971 0.07
C -6.926 -3.880 -6.436 -0.03
C -7.508 -4.915 -5.710 0.09
C -6.940 -5.349 -4.517 -0.02
C -5.772 -4.772 -4.050 0.05
P -1.426 -1.337 -1.290 0.39
C -2.841 -0.474 -0.539 0.01
C -3.182 0.845 -0.824 -0.01
C -4.155 1.483 -0.071 0.01
C -4.804 0.813 0.956 0.01
C -4.475 -0.508 1.239 0.00
C -3.481 -1.141 0.514 0.01
C -0.962 -0.676 -2.920 -0.15
C -0.748 -1.504 -4.027 0.08
C -0.275 -0.972 -5.223 0.02
C 0.048 0.374 -5.308 -0.01
C -0.096 1.188 -4.190 0.02
C -0.600 0.672 -3.006 0.05
H -1.277 -3.581 -2.149 0.00
H -2.084 -3.531 -0.610 0.01
H -4.220 -2.793 -1.653 0.00
H -3.595 -4.325 -2.276 0.00
H -3.283 0.098 -5.368 -0.01
H -4.558 2.216 -5.318 0.00
H -6.645 2.366 -4.002 0.00
H -7.452 0.401 -2.729 0.00
H -6.200 -1.708 -2.783 0.00
H -5.302 -2.487 -6.535 0.00
H -7.369 -3.550 -7.366 0.00
H -8.394 -5.407 -6.088 0.00
H -7.403 -6.145 -3.949 0.00
H -5.329 -5.134 -3.132 0.00
H -2.698 1.384 -1.627 0.00
H -4.398 2.515 -0.288 0.00
H -5.562 1.318 1.540 0.00
H -4.981 -1.038 2.036 0.00
H -3.193 -2.149 0.792 -0.01
H -0.845 -2.581 -3.953 -0.01
H -0.129 -1.620 -6.077 -0.01
H 0.438 0.782 -6.231 0.00
H 0.195 2.229 -4.230 0.00
H -0.680 1.316 -2.138 -0.01
C 3.703 -1.156 -2.238 0.00
O 3.776 -0.736 -0.863 -0.02
P 2.580 0.070 -0.185 0.26
O 3.263 0.572 1.147 0.03
C 3.899 -0.276 2.127 0.01
O 2.393 1.386 -1.025 0.01
C 3.348 2.477 -1.008 0.00
H 4.719 -1.377 -2.547 0.00
H 3.294 -0.364 -2.867 0.00
H 3.091 -2.055 -2.331 0.00
H 4.211 0.381 2.933 0.00
H 4.765 -0.772 1.694 0.00
H 3.200 -1.020 2.513 0.00
H 3.205 3.022 -1.935 0.00
H 4.368 2.104 -0.941 0.00
H 3.133 3.124 -0.161 0.00
O -1.359 3.345 0.167 0.09
C -1.022 2.322 0.723 0.01
O -0.266 1.406 0.185 0.13
C -1.541 2.023 2.117 0.14
C -1.329 0.666 2.695 -0.05
C -2.341 0.335 3.736 0.20
C -3.024 1.297 4.406 -0.01
C -2.894 2.630 3.990 0.21
C -2.215 2.979 2.806 -0.01
N -3.634 3.666 4.715 -0.02
O -3.593 4.791 4.260 0.03
O -4.228 3.316 5.716 0.05
N -2.549 -1.065 4.018 -0.01
O -1.918 -1.871 3.329 0.02
O -3.335 -1.376 4.886 0.07
H -1.379 -0.090 1.906 0.12
H -3.691 1.057 5.223 0.00
H -2.277 3.991 2.433 0.00
I 0.651 1.874 4.829 0.00
C 0.117 0.501 3.267 0.21
H 0.843 0.662 2.470 -0.03
H 0.224 -0.499 3.680 -0.01
```

Computed properties:
* 2S+1: 6
* expectation value of S²: 8.82
* electronic energy: -5539.0869 a.u.
* ΔE to the lowest compared entry with this formula, charge and spin: 54.1 kJ/mol
* gap between HOMO and LUMO (alpha / beta): 7.131 / 4.641 eV
* net charge: +2
* HOMO (alpha / beta): -12.57 / -13.45 eV



[4]
Here is C4H9AlFO2 as an isolated structure from the Open Molecules 2025 dataset. Energies are from the ωB97M-V functional and the def2-TZVPD basis.

The geometry in XYZ format:
```
17
Properties=species:S:1:pos:R:3:nbo_charge:R:1
C -1.306 0.789 -1.908 -0.66
C -0.323 1.393 -0.918 -0.28
F -0.570 2.827 -0.930 -0.44
Al -0.434 0.641 0.972 1.63
O 1.185 0.404 1.661 -0.94
C 1.611 -0.907 1.441 -0.07
C 0.502 -1.747 0.723 -0.08
O -0.744 -1.115 0.822 -0.95
H -1.011 0.883 -2.959 0.17
H -1.478 -0.269 -1.692 0.22
H -2.268 1.296 -1.789 0.20
H 0.690 1.325 -1.333 0.14
H -1.505 1.463 1.854 -0.46
H 2.525 -0.937 0.824 0.13
H 1.889 -1.387 2.394 0.13
H 0.451 -2.752 1.169 0.14
H 0.788 -1.906 -0.332 0.12
```

Computed properties:
* 2S+1: 1
* electronic energy: -650.7053 a.u.
* gap between HOMO and LUMO: 8.517 eV
* net charge: -1
* HOMO: -4.52 eV



[5]
Here is a 2-piece molecular cluster, C3H8N2 overall from the Open Molecules 2025 dataset. Energies are from the ωB97M-V functional and the def2-TZVPD basis.

The geometry in XYZ format:
```
13
Properties=species:S:1:pos:R:3:nbo_charge:R:1
C 0.209 2.258 0.312 -0.38
C -0.359 1.200 -0.051 0.12
N -1.718 0.596 -0.145 -0.90
H 1.257 2.525 0.355 0.21
H -2.191 0.539 0.750 0.40
H -2.304 1.018 -0.857 0.39
C 1.066 -1.380 0.397 -0.41
N 0.408 -0.564 -0.614 -0.81
H 0.853 -1.037 1.411 0.20
H 0.704 -2.409 0.334 0.18
H 2.152 -1.369 0.278 0.20
H 0.697 -0.806 -1.557 0.37
H -0.774 -0.572 -0.613 0.43
```

Computed properties:
* SMILES: C#CN.CN
* 2S+1: 1
* electronic energy: -228.4429 a.u.
* ΔE to the lowest compared entry with this formula, charge and spin: 540.3 kJ/mol
* gap between HOMO and LUMO: 8.402 eV
* HOMO: -7.50 eV



[6]
Here is one molecule with the formula C7H13N from the Open Molecules 2025 dataset. Energies are from the ωB97M-V functional and the def2-TZVPD basis.

The geometry in XYZ format:
```
21
Properties=species:S:1:pos:R:3:nbo_charge:R:1
C 0.905 0.004 -0.448 0.05
C -0.496 -1.581 -0.393 -0.22
C 2.359 -0.239 -0.096 -0.64
C 0.727 0.327 -1.920 -0.64
C -2.066 1.063 1.725 -0.64
N -1.457 -0.869 0.332 -0.61
C -1.116 0.379 0.796 0.22
C 0.149 0.794 0.482 -0.38
H -2.083 -1.394 0.933 0.38
H -0.309 -2.578 0.000 0.18
H -0.582 -1.549 -1.468 0.17
H 0.625 1.549 1.097 0.22
H 2.738 -1.122 -0.615 0.22
H 2.493 -0.376 0.978 0.21
H 2.986 0.602 -0.411 0.21
H 1.088 -0.480 -2.561 0.20
H -0.318 0.512 -2.164 0.21
H 1.304 1.225 -2.167 0.21
H -2.949 1.424 1.191 0.22
H -1.583 1.921 2.192 0.23
H -2.414 0.389 2.515 0.21
```

Computed properties:
* 2S+1: 1
* electronic energy: -329.1981 a.u.
* ΔE to the lowest compared entry with this formula, charge and spin: 192.7 kJ/mol
* gap between HOMO and LUMO: 8.675 eV
* HOMO: -7.69 eV